[1]
Entry from the Open Molecules 2025 dataset: 6 unconnected molecules or ions with the total composition C4H21N3O6 at a distorted geometry (ωB97M-V/def2-TZVPD).

Output
Largest force on an atom, eV/A: 9.5
ΔE to the lowest compared entry with this formula, charge and spin, eV: 5.412
Gap between HOMO and LUMO, hartree: 0.3695

Each line ends with the Mulliken charge.
CARTESIAN COORDINATES (ANGSTROEM)
C1 1.71 0.96 -1.04  -0.219
H1 -2.85 0.36 -2.91  0.279
H2 3.17 -0.33 0.36  0.269
N1 0.02 1.58 2.44  -0.471
H3 0.70 1.20 -0.54  0.300
H4 1.22 -0.44 -3.29  0.317
H5 1.54 1.11 -2.17  0.213
H6 -0.55 -3.59 -0.36  0.288
H7 -2.59 1.37 2.09  0.376
C2 0.98 0.48 2.25  -0.556
H8 2.51 2.73 -0.07  0.263
H9 -4.08 -0.74 0.82  0.278
H10 -0.38 1.62 3.36  0.251
H11 1.80 0.95 1.55  0.101
H12 -2.36 0.10 2.67  0.281
C3 0.45 -0.60 1.30  0.427
H13 -2.55 0.02 -1.50  0.341
O1 -3.31 -0.92 0.35  -0.639
H14 0.10 -0.50 -4.19  0.327
H15 -1.84 -2.72 -0.45  0.302
H16 2.73 -0.94 -1.18  0.578
H17 3.52 1.91 -1.19  0.234
O2 -0.52 -1.28 1.51  -0.624
N2 1.27 -1.13 0.32  -0.054
H18 -2.68 -1.03 1.17  0.361
O3 0.96 -0.88 -4.11  -0.640
O4 -2.36 0.62 -2.19  -0.600
H19 0.99 -1.97 -0.37  0.322
H20 1.36 0.16 3.07  0.516
O5 -3.19 0.62 2.45  -0.713
O6 -1.09 -3.05 -0.85  -0.583
H21 0.42 2.44 2.21  0.159
N3 2.57 2.22 -1.07  -0.713
C4 2.33 -0.32 -0.48  -0.970

***

[2]
Entry from the Open Molecules 2025 dataset: a molecular structure, C26H50N3OPReSe2Si2 at a distorted geometry (ωB97M-V/def2-TZVPD).

Output
Charge: +2
2S+1: 4
Largest force on an atom, eV/A: 1.9
<S²>: 3.79
Gap between HOMO and LUMO (spin up / spin down), hartree: 0.2654 / 0.2298

Each line ends with the Mulliken spin population.
CARTESIAN COORDINATES (ANGSTROEM)
C1 4.15 0.16 2.27  -0.003
C2 0.67 -2.95 -0.68  0.017
C3 3.19 -0.85 -0.88  0.002
H1 1.02 -5.56 -1.67  0.000
C4 2.39 -0.35 4.36  0.002
H2 0.21 0.23 -5.12  0.000
C5 2.08 -3.83 -2.43  0.000
C6 -2.16 -3.47 -5.45  0.000
H3 -0.41 -3.17 -0.64  -0.031
Se1 -1.35 1.78 0.32  -0.042
H4 3.40 2.38 -0.20  0.006
H5 -2.34 -2.85 -6.33  0.000
C7 -2.27 -1.81 -3.75  -0.012
C8 -3.25 1.17 0.43  0.015
H6 -1.74 1.46 3.34  0.000
H7 0.84 -2.02 -0.05  -0.023
C9 2.36 2.08 -0.36  0.037
H8 -0.07 -2.92 -5.73  0.000
H9 -3.57 0.97 -0.59  0.007
H10 -0.53 -2.72 2.97  -0.002
C10 1.16 0.31 -4.57  0.000
C11 4.63 0.00 3.56  0.001
H11 -3.64 -2.96 -1.25  0.000
H12 -1.57 1.60 -2.21  -0.013
H13 2.73 -0.94 -1.86  0.006
H14 1.92 -1.11 -6.82  0.000
Re1 -0.23 -0.41 0.22  3.088
H15 2.41 -3.73 0.34  -0.001
H16 1.71 -0.55 5.18  0.000
C12 2.78 0.07 2.02  0.015
C13 -3.45 -0.03 1.34  0.022
Se2 -2.64 -1.69 0.67  -0.006
C14 -0.74 -3.27 -4.93  0.000
H17 -1.85 -1.71 3.58  0.002
H18 -2.44 -0.92 -4.37  0.000
C15 1.50 -4.11 -0.13  0.010
H19 5.70 0.07 3.75  0.000
C16 3.75 -0.25 4.61  0.001
P1 0.37 -1.65 -2.99  -0.002
H20 3.30 -1.85 -0.44  -0.006
H21 1.88 -4.17 -3.44  0.000
C17 -0.68 1.29 3.54  0.027
H22 0.94 -4.69 0.61  0.000
H23 -0.13 2.18 3.22  0.001
H24 2.18 -2.71 -5.09  0.000
H25 -4.06 -2.73 -4.62  0.000
H26 -4.07 -1.24 -1.40  0.002
C18 1.90 -0.20 3.07  -0.009
H27 2.02 1.27 -6.32  0.000
N1 1.53 -0.99 -3.96  0.000
H28 1.73 2.78 0.20  0.001
H29 3.64 -0.88 -6.49  0.000
Si1 2.18 0.30 0.24  -0.084
H30 2.74 -5.53 -1.25  0.000
O1 -0.21 -0.63 -2.05  0.122
Si2 0.04 -0.27 2.74  -0.230
H31 -2.50 -1.56 -2.72  0.009
N2 -0.88 -2.27 -3.86  0.001
C19 -0.76 -1.81 3.52  0.018
H32 2.14 2.18 -1.42  0.002
H33 -0.38 -1.93 4.54  0.001
H34 -4.90 -2.27 -0.20  0.001
H35 3.15 1.00 -4.99  0.000
H36 -4.51 -0.23 1.46  0.004
H37 -0.57 1.22 4.63  -0.001
C20 -1.40 2.42 -1.52  0.034
H38 -3.80 2.03 0.81  -0.001
C21 -3.05 -3.00 -4.30  0.000
H39 -2.35 -4.51 -5.73  0.000
H40 -3.01 0.14 2.33  0.009
H41 3.11 -3.46 -2.39  0.000
C22 2.64 -0.81 -6.06  0.000
H42 4.13 -0.38 5.61  0.000
H43 4.84 0.36 1.46  0.000
H44 -3.12 -3.78 -3.54  0.000
H45 4.18 -0.43 -1.01  0.001
C23 2.50 -1.70 -4.82  0.000
H46 -2.19 3.16 -1.58  -0.003
H47 -0.33 -4.20 -4.53  0.000
C24 -3.96 -2.07 -0.71  0.016
H48 1.05 1.06 -3.80  -0.001
H49 3.46 -1.79 -4.30  0.000
C25 1.85 -4.91 -1.38  0.000
H50 -0.44 2.89 -1.71  0.001
C26 2.30 0.58 -5.54  0.000
N3 1.13 -2.77 -2.04  -0.007

***

[3]
Entry from the Open Molecules 2025 dataset: a molecular structure, C6H8O4 at a distorted geometry (ωB97M-V/def2-TZVPD).

Output
Largest force on an atom, eV/A: 2.8
ΔE to the lowest compared entry with this formula, charge and spin, eV: 4.537
Gap between HOMO and LUMO, hartree: 0.3478

Each line ends with the Mulliken charge.
CARTESIAN COORDINATES (ANGSTROEM)
H1 0.56 1.69 -2.05  0.270
H2 -4.07 -1.22 -0.24  0.297
O1 -1.01 -0.70 0.82  -0.671
C1 1.43 -0.88 -0.99  -0.505
C2 0.80 0.74 1.16  -0.832
H3 -2.90 -1.03 0.73  0.416
H4 2.15 1.81 -1.19  0.269
C3 0.27 -0.26 2.03  0.489
H5 0.74 -1.70 -1.25  0.267
O2 1.76 -0.05 -2.13  -0.413
C4 0.79 0.32 -0.29  1.300
C5 -0.63 0.38 0.11  -0.428
H6 -1.32 1.22 -0.01  0.336
O3 -3.87 -1.05 0.68  -0.653
C6 1.32 1.14 -1.47  -0.358
H7 2.33 -1.26 -0.48  0.271
H8 1.29 1.64 1.52  0.365
O4 0.37 -0.79 3.07  -0.421

***

[4]
Entry from the Open Molecules 2025 dataset: 2 unconnected molecules or ions with the total composition C4H5NO2 at a distorted geometry (ωB97M-V/def2-TZVPD).

Output
Largest force on an atom, eV/A: 1.4
ΔE to the lowest compared entry with this formula, charge and spin, eV: 4.236
Gap between HOMO and LUMO, hartree: 0.3199

Each line ends with the Mulliken charge.
CARTESIAN COORDINATES (ANGSTROEM)
O1 -2.89 1.91 0.67  -0.165
C1 -2.14 1.44 -0.04  0.034
O2 2.45 -0.73 -0.24  -0.447
H1 1.99 1.03 -1.16  0.345
N1 0.29 0.07 -0.41  -0.005
H2 -1.28 -1.37 -0.38  0.215
H3 -0.30 0.68 -0.98  0.350
C2 1.68 0.11 -0.63  0.056
H4 0.34 -1.97 0.22  0.292
C3 -0.33 0.01 1.08  -0.603
H5 0.55 -0.05 1.72  0.186
C4 -0.36 -1.14 0.16  -0.259

***

[5]
Entry from the Open Molecules 2025 dataset: 8 unconnected molecules or ions with the total composition C17H48NO14 at a distorted geometry (ωB97M-V/def2-TZVPD).

Output
Charge: -1
Largest force on an atom, eV/A: 2.0
ΔE to the lowest compared entry with this formula, charge and spin, eV: 1.215
Gap between HOMO and LUMO, hartree: 0.3052

Each line ends with the Mulliken charge.
CARTESIAN COORDINATES (ANGSTROEM)
H1 1.28 2.63 2.54  0.231
O1 -0.66 4.19 -3.36  -0.486
O2 1.72 4.72 -1.65  -0.495
C1 -3.56 -1.59 1.59  -0.703
H2 0.81 3.65 -4.71  0.295
C2 3.18 1.18 1.72  -0.966
C3 -4.77 -3.35 0.29  -1.435
O3 -0.66 -3.82 3.58  -0.572
H3 0.92 5.32 -4.01  0.340
H4 -1.25 4.71 -3.90  0.262
H5 2.57 -0.70 -1.53  0.203
C4 3.78 3.41 0.65  -1.315
H6 4.86 3.31 0.84  0.432
H7 2.65 -3.17 -2.34  0.225
O4 -1.01 1.94 2.49  -0.356
H8 2.23 5.50 -1.90  0.264
C5 -4.84 -1.95 0.88  0.544
O5 1.06 -0.89 -0.25  -0.420
H9 -5.04 -1.26 0.05  0.222
C6 4.20 -1.78 -1.72  0.442
H10 -0.46 1.63 3.22  0.230
C7 0.68 4.27 -3.82  -0.451
C8 -1.72 -0.34 -3.23  -0.143
O6 -2.37 -2.68 -3.10  -0.648
H11 -5.57 -3.58 -0.43  0.409
H12 2.60 0.72 2.53  0.354
H13 -6.77 -2.01 1.33  0.316
H14 -3.81 -0.93 2.44  0.207
O7 -0.75 0.26 0.10  -0.526
C9 -2.29 2.01 3.10  -0.307
H15 -1.79 -0.62 -4.28  0.398
H16 3.60 3.00 -0.34  0.185
H17 -0.79 -2.93 3.94  0.289
H18 3.80 -2.71 -3.67  0.316
H19 0.14 -4.70 1.98  0.398
H20 -3.32 -2.60 -2.96  0.363
H21 4.21 0.85 1.88  0.444
O8 -3.13 3.74 1.56  -0.510
H22 5.23 -1.60 -2.01  0.342
H23 -0.38 -3.12 1.59  0.024
H24 1.31 -1.65 1.38  0.175
H25 -0.76 -1.91 -2.06  -0.155
O9 1.71 3.12 1.83  -0.446
H26 -2.31 -1.42 -1.43  0.036
H27 2.21 -3.74 2.01  0.185
H28 1.35 2.85 -2.28  -0.210
H29 -2.79 -1.06 1.04  0.181
O10 -2.93 0.45 -3.06  -0.592
C10 4.14 -2.15 -0.25  -0.858
H30 2.62 3.72 -3.22  0.316
C11 1.64 3.80 -2.74  0.289
H31 -0.89 0.30 -2.95  0.045
H32 3.54 4.47 0.66  0.328
O11 -5.94 -1.86 1.78  -0.597
C12 -3.27 2.40 2.01  -0.325
C13 3.67 -2.93 -2.61  -1.256
N1 0.30 0.10 -0.52  0.679
H33 2.78 0.75 0.80  -0.089
C14 0.11 -3.69 2.39  -0.161
O12 1.60 -1.76 2.31  -0.298
C15 3.07 2.69 1.76  0.768
H34 3.52 2.99 2.72  0.096
H35 3.16 -2.49 0.09  -0.024
O13 0.71 0.93 -1.35  -0.668
C16 -1.76 -1.58 -2.36  0.369
C17 1.53 -3.14 2.62  -0.407
H36 -4.83 -4.08 1.11  0.377
O14 3.44 -0.62 -1.96  -0.600
H37 4.41 -1.28 0.34  0.122
H38 4.88 -2.89 0.07  0.498
H39 -2.66 1.04 3.47  0.251
H40 -2.29 2.70 3.95  0.315
H41 1.78 -3.24 3.68  0.376
H42 -3.71 -0.06 -3.31  0.269
H43 -3.85 -3.56 -0.27  0.285
H44 -3.14 -2.42 2.16  0.240
H45 -3.76 4.30 2.02  0.295
H46 -3.18 1.72 1.17  -0.006
H47 -4.33 2.30 2.32  0.409
H48 4.32 -3.80 -2.41  0.387